(1)
Computed, not measured: C19H19Br2N4O4S5Tm as an isolated structure, with ωB97M-V with the def2-TZVPD basis set.

Summary:
E (eV): -257958.5654
Energy relative to the best compared isomer or geometry (same formula, charge and spin) (kcal per mole): 1.51
Charge: 0
Lowest unoccupied orbital energy (alpha / beta) (eV): 0.213 / 0.213
Multiplicity: 3

Each line ends with the natural charge from an NBO analysis.
Element x y z (Å)
H 1.1433 2.4410 3.9859  0.245
O -0.3071 -0.9499 -4.1397  -0.611
S -0.6030 -4.3942 2.0938  0.262
H 5.2332 0.8183 -3.6806  0.231
Tm 0.1872 0.3290 0.1897  1.641
H 3.1174 1.6299 -1.3166  0.209
N -1.4135 1.9833 1.8271  -0.850
C 4.1838 -1.9598 -0.6550  -0.250
C -1.4966 -3.0727 2.8277  -0.455
H 0.7938 3.6701 2.7380  0.225
H -3.3910 0.7851 -0.1480  0.226
C 3.0105 -1.3982 -0.1808  0.150
H 4.4415 -2.9822 -0.4207  0.238
C -3.3719 1.5102 -3.4306  0.382
H 6.5151 0.8762 -2.4742  0.222
H -0.9723 1.3949 3.7735  0.222
H -1.6762 2.3937 -4.4274  0.257
C -0.0425 -0.7469 -3.0010  0.807
C -3.0483 1.1489 -1.1066  0.093
H -1.4524 2.8283 1.2639  0.383
C -0.8646 2.2935 3.1696  -0.205
Br 0.3556 2.8112 -2.3489  0.135
C -3.8704 1.0751 -2.2103  -0.337
N -1.7923 1.6180 -1.1414  -0.550
C -1.3761 2.0624 -2.3242  0.196
S -1.7772 -3.2089 4.5487  0.490
H -2.3645 1.6457 1.9279  0.391
O 1.0827 0.4673 2.1705  -0.729
C -1.9423 -1.9497 2.2302  -0.343
N 0.2228 -0.5247 -1.8592  -0.952
Br 1.7765 -2.4220 0.8043  0.202
H -1.3987 3.1038 3.6673  0.193
C 5.4480 1.0336 -2.6322  -0.631
C -2.5571 -1.7012 4.7996  -0.585
S -3.0438 -1.1152 6.2569  -0.088
O 1.2391 2.1714 0.7833  -0.735
H -1.3623 -5.9708 0.5248  0.229
O -4.0785 1.4634 -4.5787  -0.634
H -2.7138 -5.4111 1.5316  0.221
H 5.9165 -1.5601 -1.8382  0.222
H -4.9258 1.0295 -4.4218  0.488
H 5.2318 2.0880 -2.4617  0.223
S -1.8435 -1.4819 0.5450  -0.344
C 3.4464 0.6072 -1.1694  0.074
S -2.7687 -0.8624 3.3095  0.443
C 4.9903 -1.1592 -1.4412  -0.144
H -4.8685 0.6659 -2.1184  0.228
C 0.6334 2.6384 3.0448  -0.512
C -2.0909 2.0401 -3.4961  -0.327
N 2.6518 -0.1523 -0.4101  -0.489
C 4.6251 0.1530 -1.7286  -0.047
H -2.0962 -4.3809 0.2026  0.239
C -1.8317 -5.0972 0.9770  -0.738
C 1.0960 1.7249 1.9688  0.788

---

(2)
Computed, not measured: a 2-piece molecular cluster, C19H19F12N4O2 overall, with ωB97M-V with the def2-TZVPD basis set.

Summary:
E (eV): -62667.4967
Energy relative to the best compared isomer or geometry (same formula, charge and spin) (kcal per mole): 0.00
Charge: +1
Lowest unoccupied orbital energy (eV): -3.916

Each line ends with the natural charge from an NBO analysis.
Element x y z (Å)
F -2.4401 -3.0061 -0.4741  -0.313
F -3.4313 0.6095 -2.8151  -0.295
H 4.0123 1.4100 -0.9964  0.398
H 6.0272 -1.6793 -2.0365  0.259
C 5.1106 -1.1652 -1.7737  -0.728
H -1.2408 3.0811 4.0441  0.232
F -0.5712 2.5070 -3.7770  -0.300
C -3.4846 1.0051 5.6605  0.468
C -1.9586 -0.3334 4.2811  -0.241
O -4.4196 1.0485 6.4246  -0.454
H -1.2303 -0.9926 0.0863  0.253
F -4.8583 0.1740 -1.2523  -0.286
H 5.2246 -0.1100 -2.0013  0.231
C -3.5616 -1.6032 -2.0769  0.548
F -3.1400 0.1917 0.6138  -0.323
N 2.6735 -0.5293 -0.1267  -0.364
C -2.6138 0.4149 -0.6212  0.648
N 1.0032 0.7286 -1.2435  -0.410
C -3.6539 -2.6415 -0.9080  0.921
H -3.1650 3.1734 5.6223  0.241
C 1.0634 1.7865 -2.2493  -0.144
C 0.3662 1.5683 -3.5964  0.974
H 4.3110 -1.5579 -2.4100  0.259
H 4.7024 -3.0383 0.9451  0.253
F -0.2246 0.3675 -3.6831  -0.311
H -0.9528 -0.6593 -1.5879  0.259
F -4.4302 -2.2136 0.0802  -0.286
C -3.6202 -0.1021 -1.6888  0.581
C -1.2242 -0.1932 -0.6480  -0.513
F 1.2485 1.6497 -4.6074  -0.311
H 5.8930 -3.2235 -0.3572  0.239
H -1.5808 -1.2647 3.8783  0.226
F -2.5838 1.7633 -0.7492  -0.318
F -4.6665 -1.8134 -2.8247  -0.286
N 3.0220 1.6386 -1.0369  -0.556
F -4.2229 -3.7481 -1.4107  -0.295
C -1.2676 0.9017 3.8444  0.496
C -1.7608 2.1920 4.3773  -0.240
H 0.3407 0.4252 0.6871  0.237
C 2.5922 1.8808 -2.4430  -0.217
N 3.9741 -0.6629 0.3817  -0.396
H 2.9272 1.0013 -2.9896  0.197
F -2.5184 -1.8813 -2.8787  -0.297
H 2.9446 2.8117 -2.8591  0.254
H 0.7699 2.7113 -1.7523  0.238
H -0.4212 1.7964 -0.0636  0.240
H -3.5051 -1.1780 5.4561  0.241
C -0.0928 0.7774 -0.2440  -0.225
H 2.0036 -1.2665 0.0434  0.428
O -0.3257 0.8583 3.0732  -0.554
C 5.4646 -2.5339 0.3602  -0.693
C -2.9865 -0.2880 5.1237  -0.206
C -2.7886 2.2417 5.2202  -0.207
C 4.7863 -1.3973 -0.3292  0.485
H 6.2141 -2.1646 1.0598  0.280
C 2.2660 0.5318 -0.7517  0.682

---

(3)
Computed, not measured: C19H19IrN6O as an isolated structure, with ωB97M-V with the def2-TZVPD basis set.

Summary:
E (eV): -33809.8301
Energy relative to the best compared isomer or geometry (same formula, charge and spin) (kcal per mole): 13.69
Charge: +3
Lowest unoccupied orbital energy (alpha / beta) (eV): -12.083 / -13.522
Multiplicity: 2

Each line ends with the natural charge from an NBO analysis.
Element x y z (Å)
H 1.3625 -0.6283 4.4871  0.277
C -4.3035 0.3883 2.5917  -0.077
H -3.2821 4.1260 -2.3382  0.225
C 2.4470 0.0920 1.3099  0.120
C 3.0592 0.9417 -3.2778  -0.166
N -1.8113 1.9573 -3.3845  -0.773
N 1.8593 0.5307 0.1431  -0.398
H -0.9676 3.4782 -0.7115  0.418
C 2.6251 0.9759 -0.9134  0.256
O -0.5714 1.2235 -1.6721  -0.751
C 3.7394 1.8442 -0.6931  -0.135
C -4.3651 0.7347 1.2505  -0.180
H -1.6823 1.0625 -3.8283  0.439
H -2.3003 5.2291 -1.3789  0.256
H -2.9520 -0.1104 4.2170  0.284
C -3.1936 0.8749 0.5210  0.092
C -3.0615 0.1740 3.1795  -0.152
C 4.1666 1.7878 -3.0535  0.048
H -2.3007 2.6761 -3.8922  0.435
C 2.0386 -0.5123 3.6509  -0.185
C -1.2798 2.1657 -2.1838  0.793
N -1.4969 3.3174 -1.5526  -0.580
N 0.2359 0.1958 2.1124  -0.158
H 5.3231 2.9238 -1.6213  0.277
H -1.7830 4.8247 -3.0162  0.227
C -2.2608 4.4345 -2.1171  -0.441
C 2.2691 0.5651 -2.2307  -0.165
C 4.4888 2.2492 -1.7590  -0.192
N -1.9900 0.6816 1.0722  -0.496
H 4.4674 -0.2517 0.5892  0.252
H 1.4247 -0.0956 -2.3655  0.265
H -5.3151 0.8961 0.7599  0.277
C 1.5798 -0.0838 2.4314  0.196
H 3.9436 2.2084 0.3055  0.253
H 3.7873 -1.1539 4.7163  0.271
H -5.2090 0.2774 3.1736  0.278
C 3.8041 -0.2703 1.4430  -0.177
N -0.6829 0.0632 2.9528  -0.065
H -3.2083 1.1409 -0.5263  0.233
H 2.8515 0.5889 -4.2788  0.271
C 4.2630 -0.7032 2.6667  -0.139
H 4.7769 2.0978 -3.8934  0.266
C 3.3992 -0.8084 3.7666  -0.066
H 5.3008 -0.9873 2.7785  0.273
Ir -0.1160 0.7391 0.2768  1.042
C -1.9341 0.3198 2.3981  0.274

---

(4)
Computed, not measured: C19H19MoN4O11 as an isolated structure, with ωB97M-V with the def2-TZVPD basis set.

Summary:
E (eV): -50340.1946
Energy relative to the best compared isomer or geometry (same formula, charge and spin) (kcal per mole): 6.09
Charge: +1
Lowest unoccupied orbital energy (alpha / beta) (eV): -4.963 / -4.392
Multiplicity: 3

Each line ends with the natural charge from an NBO analysis.
Element x y z (Å)
H -0.3706 -2.4924 2.3837  0.209
C 3.7949 2.3007 -3.7645  -0.254
C -5.8759 0.1496 -1.2201  -0.002
O 3.8106 -1.6788 -2.5930  -0.640
N 0.6146 -0.9464 3.4108  -0.394
O -8.0708 0.7660 -0.9427  -0.353
C 1.6436 -0.0193 -1.8319  0.808
C 0.8233 -0.4078 4.7534  -0.412
C 4.8458 0.1204 -3.7795  -0.327
H 1.9173 1.5250 0.7923  0.230
C 2.7667 0.4499 -2.5996  -0.330
H 1.3533 0.5385 4.7044  0.221
H 1.3731 -1.1045 5.3860  0.213
C -3.3108 -0.2274 -0.2631  0.432
C -0.4997 -1.8838 3.2745  -0.416
H 3.4424 1.8105 1.6344  0.225
H 3.7939 3.3363 -4.0716  0.237
H 4.3155 -0.3847 2.7204  0.221
H 3.1362 -1.1129 3.8085  0.224
C -2.6057 -1.0338 -2.5814  0.788
H -1.4527 -1.3614 3.2221  0.239
N -4.0768 0.6007 1.9777  0.538
H 4.5638 -2.1479 -2.9719  0.495
N -7.2502 0.3421 -1.7271  0.533
O -2.8775 -1.2924 -3.7127  -0.511
C 2.7758 1.0413 1.2492  -0.414
H -6.3779 0.8562 0.7437  0.291
O -2.0657 -0.3944 0.1949  -0.673
H -0.4896 -2.5425 4.1404  0.223
C 1.1626 -0.4043 2.3232  0.833
H -5.1359 -0.5638 -3.1014  0.288
O 1.4284 -1.2255 -1.4663  -0.640
O -3.1861 0.0090 2.5592  -0.391
H -0.1546 -0.2268 5.1988  0.229
C -3.6108 -0.5081 -1.6027  -0.260
O -4.7670 1.4669 2.4613  -0.335
C 3.4080 -0.1962 3.2941  -0.412
C 2.7761 1.8008 -2.9922  -0.095
C 3.8189 -0.3984 -2.9953  0.472
C -4.3288 0.2590 0.5697  -0.043
N 2.3542 0.1990 2.3631  -0.398
H 1.9559 2.4335 -2.6830  0.240
O 0.7195 0.8134 -1.4310  -0.651
H 3.6140 0.5851 4.0257  0.215
C -5.6076 0.4627 0.0962  -0.118
O -1.3455 -1.1574 -2.1099  -0.692
H 5.6339 1.8294 -4.7701  0.234
O 0.5291 -0.4519 1.2104  -0.728
H 5.6570 -0.5269 -4.0903  0.227
C -4.9051 -0.3285 -2.0718  -0.080
O -7.4459 0.0890 -2.8948  -0.347
H 3.3129 0.4567 0.4975  0.204
C 4.8277 1.4479 -4.1571  -0.104
Mo -0.3576 -0.6716 -0.5705  1.951

---

(5)
Computed, not measured: one molecule with the formula C19H19N3O2, with ωB97M-V with the def2-TZVPD basis set.

Summary:
E (eV): -28574.3741
Structure (SMILES): CC(=O)Oc1c(C)cc(Nc2ccn(-c3ccccc3)n2)cc1C
Energy relative to the best compared isomer or geometry (same formula, charge and spin) (kcal per mole): 101.29
Charge: 0
Lowest unoccupied orbital energy (eV): 0.787

Each line ends with the natural charge from an NBO analysis.
Element x y z (Å)
C 0.9204 -0.8324 -2.0722  -0.373
C 6.4032 -2.3317 -2.2476  -0.205
H -3.3634 -1.7433 -0.8819  0.225
H -4.6932 -1.2811 0.1810  0.220
C -1.5731 -0.2299 -0.0296  -0.230
H 4.4873 -3.0743 -2.6565  0.223
H -3.3151 3.1398 2.7818  0.226
C 5.4105 -0.0139 -1.2091  -0.238
C -1.1931 1.9754 0.7309  -0.252
H -6.4414 -0.3243 3.9689  0.239
C 1.2335 0.0576 -0.9950  0.327
H -3.4435 -2.1754 0.9109  0.231
C -3.6370 -1.3944 0.1251  -0.644
C -4.7851 0.3343 2.6463  0.793
C 4.9767 -2.2273 -2.2440  -0.255
H 1.1856 1.2974 0.4674  0.409
H -6.9554 0.1161 2.3682  0.226
O -4.6606 0.9762 1.4552  -0.517
C -0.7648 0.8496 0.1372  0.168
C -3.1207 3.2830 1.7282  -0.632
C 4.4538 -1.0076 -1.6315  0.186
H -2.3847 4.0497 1.6883  0.211
N 3.0799 -0.8639 -1.6208  -0.210
C 6.7988 -0.1792 -1.2451  -0.181
H 8.3655 -1.4984 -1.6131  0.212
C -2.5617 2.0776 1.0773  -0.026
H -0.6161 2.8770 0.8273  0.212
N 2.4598 0.0794 -0.7662  -0.328
H -4.0044 3.5875 1.1385  0.224
O -3.8540 -0.0001 3.3389  -0.574
H 2.3281 -2.2730 -3.0544  0.224
H 4.9901 0.9516 -0.8396  0.235
H -1.1714 -1.2213 -0.2388  0.217
H 7.4100 0.5250 -0.8526  0.205
C 2.1399 -1.4935 -2.3633  0.008
N 0.5542 0.8082 -0.1649  -0.569
H -6.4782 1.4198 3.4537  0.245
C -6.2187 0.3914 3.1966  -0.717
C -2.8559 -0.1771 0.3144  -0.027
C -3.3802 1.0049 0.9431  0.293
C 7.3115 -1.4046 -1.7210  -0.229
H -0.0443 -0.8807 -2.6400  0.237
H 7.0072 -3.1739 -2.3922  0.213

---

What is the formula in the third record? C19H19IrN6O